Entry 1:
DFT (wB97M-V/def2-TZVPD) results for C35H26AuBBrF6NPS as an isolated structure at a distorted geometry.

Values from the calculation:
- HOMO energy (Ha) = -0.4076
- E_tot (eV) = -149044.4417
- orbital gap (eV) = 7.46
- net charge = +1
- relative energy (zero: lowest compared OMol25 entry of this formula, charge and spin) (eV) = 0.6383
- LUMO (hartree) = -0.1335
- max |F| (eV/Å) = 1.04

The geometry in XYZ format:
```
73
Properties=species:S:1:pos:R:3:forces:R:3:mulliken_charge:R:1
Au 0.232 -0.114 0.907 0.333 -0.620 0.766 1.824
C 5.101 -0.403 -4.546 0.046 0.003 -0.005 -2.259
C 3.817 -0.341 -3.719 -0.025 -0.010 0.016 2.327
C 3.004 -1.618 -3.985 0.000 -0.008 0.007 -1.457
C 3.005 0.883 -4.171 -0.012 0.021 0.000 -1.463
C 4.101 -0.228 -2.219 -0.005 -0.005 -0.047 -0.550
C 5.402 -0.176 -1.695 0.010 0.004 0.054 -0.250
C 5.649 -0.072 -0.336 0.054 -0.007 -0.073 -1.228
C 4.563 -0.021 0.525 -0.055 0.016 0.065 0.885
S 4.522 0.125 2.259 0.060 0.062 0.094 -0.360
C 2.809 0.113 2.235 -0.146 0.152 0.281 0.672
N 2.302 -0.009 1.032 0.050 -0.348 -0.265 0.141
C 3.265 -0.078 0.025 -0.087 0.040 0.071 -0.802
C 3.032 -0.174 -1.337 -0.097 -0.002 -0.041 0.587
C 1.906 0.221 3.383 0.050 -0.119 -0.140 0.682
C 2.380 0.277 4.691 0.000 -0.046 0.046 -0.885
C 1.476 0.286 5.741 -0.050 -0.011 -0.050 -0.842
C 0.115 0.209 5.468 0.103 0.011 0.033 -0.808
C -0.349 0.160 4.156 -0.008 0.105 -0.001 -0.215
C 0.528 0.194 3.081 -0.008 0.382 -0.367 -0.161
H 4.845 -0.484 -5.604 0.011 0.002 0.032 0.436
H 5.710 -1.273 -4.286 -0.034 0.047 -0.015 0.431
H 5.708 0.497 -4.422 -0.032 -0.046 -0.008 0.436
H 2.809 -1.720 -5.056 0.011 0.012 0.058 0.448
H 2.039 -1.600 -3.471 0.051 -0.003 -0.024 0.187
H 3.548 -2.505 -3.651 -0.027 0.045 -0.016 0.368
H 2.805 0.823 -5.244 0.010 0.000 0.055 0.456
H 3.552 1.809 -3.977 -0.028 -0.046 -0.013 0.368
H 2.043 0.944 -3.654 0.059 -0.003 -0.026 0.138
H 6.251 -0.216 -2.363 -0.024 0.001 0.020 0.560
H 6.665 -0.029 0.036 -0.055 -0.004 -0.012 0.421
H 2.006 -0.212 -1.694 0.101 0.032 0.009 -0.105
H 3.445 0.294 4.894 -0.026 0.006 -0.007 0.416
H 1.829 0.333 6.762 -0.008 -0.003 -0.029 0.399
H -0.593 0.193 6.288 0.004 -0.007 -0.008 0.459
H -1.418 0.094 3.994 0.098 0.037 0.009 0.242
F -3.883 5.701 0.896 0.004 -0.018 0.001 -0.267
C -3.436 4.462 0.822 -0.101 0.253 0.016 0.571
C -4.319 3.407 0.786 -0.248 0.049 0.007 0.291
F -5.623 3.626 0.823 0.015 -0.004 -0.001 -0.273
C -3.833 2.118 0.703 0.024 -0.174 -0.020 -0.195
F -4.743 1.146 0.629 0.059 -0.045 0.015 -0.392
C -2.472 1.827 0.683 0.158 0.100 0.024 0.496
P -1.990 0.063 0.546 -0.352 -0.093 -0.071 0.379
C -2.949 -0.869 1.755 0.034 -0.002 -0.003 0.915
C -3.008 -2.256 1.612 -0.009 -0.010 0.025 -0.710
C -3.664 -3.020 2.566 0.017 0.003 -0.055 -0.779
C -4.259 -2.408 3.661 -0.009 0.002 0.012 -0.619
C -4.197 -1.029 3.806 0.004 0.001 0.000 -0.495
C -3.537 -0.260 2.859 -0.032 0.022 0.030 -1.091
C -2.551 -0.372 -1.115 -0.043 0.049 -0.050 0.801
C -1.729 -0.051 -2.196 -0.012 0.072 -0.049 -0.360
C -2.154 -0.306 -3.490 0.049 0.029 0.062 -0.767
C -3.396 -0.890 -3.708 -0.035 -0.014 0.020 -0.575
C -4.215 -1.207 -2.635 0.013 0.014 0.000 -0.827
C -3.801 -0.942 -1.336 -0.007 -0.057 0.009 -0.307
C -1.594 2.925 0.673 -0.058 -0.272 -0.003 -0.325
Br 0.271 2.786 0.439 -0.027 0.103 -0.052 -0.098
C -2.079 4.216 0.752 0.238 0.049 -0.008 0.321
F -1.254 5.255 0.741 -0.015 -0.016 0.003 -0.298
H -2.555 -2.741 0.756 0.004 0.003 0.003 0.528
H -3.713 -4.096 2.450 0.009 0.041 0.003 0.451
H -4.773 -3.007 4.402 0.019 0.025 -0.030 0.426
H -4.661 -0.549 4.657 0.014 -0.011 -0.020 0.471
H -3.481 0.814 2.994 -0.018 -0.019 -0.016 0.404
H -0.752 0.392 -2.025 -0.050 -0.026 -0.009 0.302
H -1.513 -0.058 -4.327 -0.022 -0.004 0.032 0.489
H -3.724 -1.098 -4.719 0.010 0.004 0.035 0.414
H -5.182 -1.663 -2.805 0.027 0.016 0.008 0.438
H -4.448 -1.191 -0.504 0.024 0.017 -0.030 0.371
F 1.471 -2.531 -0.147 -0.126 -0.058 -0.036 -0.124
B 0.330 -1.872 -0.244 0.026 0.389 -0.365 0.166
F -0.686 -2.505 -0.806 0.095 -0.104 0.044 -0.235
```
Positions in Å, forces in eV/Å.

=====

Entry 2:
DFT (wB97M-V/def2-TZVPD) results for C35H26BiBr4N3O2S2Si as an isolated structure.

Values from the calculation:
- HOMO energy (Ha) = -0.2787
- E_tot (eV) = -360842.6737
- orbital gap (eV) = 6.57
- relative energy (zero: lowest compared OMol25 entry of this formula, charge and spin) (eV) = 1.0840
- LUMO (hartree) = -0.0373
- max |F| (eV/Å) = 0.43

The geometry in XYZ format:
```
74
Properties=species:S:1:pos:R:3:forces:R:3:mulliken_charge:R:1
Bi 0.454 0.343 0.124 0.246 0.355 -0.033 1.373
S -5.376 1.472 2.116 0.072 0.007 0.001 -0.068
C -6.966 1.522 2.728 0.008 0.008 0.011 -0.419
C -7.582 0.313 2.634 0.024 -0.040 -0.031 -0.544
C -6.745 -0.671 2.047 -0.087 -0.047 0.035 -0.523
C -5.507 -0.198 1.712 0.077 0.035 -0.051 0.384
C -4.401 -0.935 1.083 -0.044 0.114 0.057 0.771
C -3.238 -0.276 0.635 0.048 -0.002 -0.014 -0.910
N -2.222 -0.870 0.051 -0.054 -0.115 -0.037 -0.248
C -2.282 -2.206 -0.161 0.040 0.099 0.029 -0.543
C -3.378 -2.963 0.277 0.012 -0.073 0.004 1.289
C -3.393 -4.387 0.086 -0.048 0.028 0.021 -1.021
C -2.364 -5.016 -0.508 0.058 -0.021 -0.033 -1.113
C -1.233 -4.274 -0.993 -0.072 -0.011 0.017 1.590
C -0.143 -4.904 -1.605 -0.037 -0.121 0.023 -0.690
C 0.917 -4.169 -2.082 0.119 0.021 -0.046 0.947
C 0.821 -2.770 -1.943 -0.043 0.049 -0.020 -0.981
N -0.174 -2.150 -1.350 -0.048 -0.099 0.066 -0.397
C -1.196 -2.878 -0.848 0.028 0.069 -0.077 -0.716
C 2.101 -4.795 -2.686 -0.008 0.074 0.070 0.245
C 2.258 -6.090 -3.094 -0.019 -0.083 -0.087 -0.536
C 3.558 -6.365 -3.593 -0.058 -0.015 0.023 -0.537
C 4.369 -5.274 -3.549 0.006 0.025 -0.014 -0.420
S 3.565 -3.914 -2.907 -0.004 0.048 0.031 -0.074
C -4.437 -2.296 0.907 -0.076 -0.113 0.007 -0.578
H -7.359 2.442 3.131 -0.003 -0.014 -0.009 0.427
H -8.594 0.130 2.963 0.018 -0.003 -0.003 0.388
H -7.059 -1.692 1.877 -0.005 0.027 -0.002 0.339
H -3.150 0.798 0.767 0.019 0.008 0.010 0.592
H -4.253 -4.946 0.437 0.002 0.019 0.013 0.421
H -2.376 -6.091 -0.644 0.022 0.008 0.008 0.413
H -0.139 -5.985 -1.679 -0.003 0.008 0.011 0.368
H 1.604 -2.133 -2.346 0.013 -0.012 0.028 0.566
H 1.466 -6.825 -3.061 0.020 0.009 0.006 0.360
H 3.872 -7.328 -3.968 -0.012 0.012 0.002 0.389
H 5.396 -5.192 -3.865 -0.008 -0.012 0.007 0.423
H -5.285 -2.876 1.252 0.019 -0.004 0.005 0.358
Br 2.656 6.969 1.227 -0.005 -0.005 -0.011 -0.163
C 2.584 5.163 0.694 0.052 -0.055 -0.019 0.180
C 3.715 4.526 0.187 -0.066 0.014 0.024 0.221
Br 5.344 5.457 0.011 -0.010 -0.011 -0.004 -0.162
C 3.641 3.182 -0.190 0.017 -0.019 -0.005 -0.189
Br 5.118 2.244 -0.891 -0.005 0.008 0.020 -0.136
C 2.454 2.472 -0.066 0.011 -0.024 -0.016 0.399
O 2.347 1.187 -0.425 -0.056 -0.026 0.091 -0.846
C 1.313 3.118 0.443 -0.026 0.039 0.058 0.527
O 0.177 2.413 0.553 0.034 -0.075 -0.063 -0.846
C 1.388 4.451 0.818 -0.038 0.006 0.007 -0.184
Br -0.189 5.233 1.492 0.019 -0.003 0.002 -0.137
C 3.455 -1.298 0.926 -0.049 0.170 -0.107 -0.762
Si 2.137 -1.641 2.198 -0.212 -0.242 0.108 -0.234
C 3.046 -2.003 3.798 -0.001 0.137 0.035 -1.256
C 1.300 -3.261 1.753 -0.046 -0.102 -0.081 -0.363
N 0.946 -0.348 2.154 0.051 0.320 0.136 0.243
C 0.136 0.123 3.216 -0.076 -0.179 -0.128 1.228
C 0.334 -0.268 4.548 0.041 -0.031 -0.046 -0.311
C -0.477 0.195 5.574 0.000 -0.016 0.015 -0.765
C -1.521 1.070 5.327 -0.001 0.021 -0.016 -0.632
C -1.736 1.472 4.018 0.004 -0.022 0.030 -1.130
C -0.933 1.005 2.992 0.012 -0.056 -0.120 -0.020
H 4.186 -2.110 0.959 -0.041 -0.029 -0.019 0.389
H 3.969 -0.360 1.147 0.017 -0.035 -0.062 0.177
H 3.094 -1.218 -0.103 0.067 -0.032 -0.004 0.186
H 3.828 -2.723 3.535 -0.001 0.031 0.005 0.371
H 2.411 -2.478 4.547 0.046 -0.009 -0.004 0.392
H 3.534 -1.135 4.246 -0.054 -0.004 -0.011 0.379
H 2.019 -4.078 1.862 -0.045 -0.032 -0.012 0.493
H 0.930 -3.288 0.722 0.068 0.039 0.168 -0.248
H 0.456 -3.465 2.417 0.011 0.002 -0.001 0.331
H 1.137 -0.937 4.799 0.061 -0.029 -0.004 0.113
H -0.277 -0.139 6.585 0.011 0.002 -0.005 0.394
H -2.143 1.440 6.131 0.001 -0.013 -0.001 0.403
H -2.530 2.171 3.785 -0.016 -0.006 -0.013 0.451
H -1.133 1.391 2.002 -0.002 0.031 0.024 0.182
```
Positions in Å, forces in eV/Å.

=====

Entry 3:
DFT (wB97M-V/def2-TZVPD) results for C35H26FeN8O6 as an isolated structure at a distorted geometry.

Values from the calculation:
- HOMO energy (spin up / spin down) (Ha) = -0.4178 / -0.4173
- E_tot (eV) = -95303.1726
- orbital gap (spin up / spin down) (eV) = 7.16 / 7.37
- net charge = +1
- 2S+1 = 2
- LUMO (spin up / spin down) (hartree) = -0.1547 / -0.1464
- max |F| (eV/Å) = 2.40

The geometry in XYZ format:
```
76
Properties=species:S:1:pos:R:3:forces:R:3:lowdin_spin:R:1
Fe 0.244 -0.515 0.505 1.287 0.872 0.261 0.925
N 2.076 -1.425 1.182 -0.191 1.025 -0.822 -0.015
C 2.033 -2.504 2.106 -1.221 -1.149 0.903 -0.003
C 0.527 -2.924 2.263 1.949 -1.274 0.587 0.004
O 0.275 -3.965 2.845 -0.325 0.743 -0.307 0.002
O -0.241 -2.059 1.756 -1.731 0.574 -0.604 0.072
H 2.402 -1.696 0.258 0.149 0.103 0.142 -0.001
H 2.619 -0.648 1.520 0.243 0.008 -0.007 0.000
H 2.366 -2.205 3.098 0.145 0.044 -0.004 0.000
H 2.594 -3.378 1.795 0.158 0.014 -0.078 -0.001
O -5.284 3.881 -1.055 0.086 -0.173 0.355 0.000
N -5.316 3.431 0.075 -0.182 0.106 -0.048 0.000
O -6.221 3.615 0.864 0.431 -0.149 -0.242 0.000
C -4.159 2.596 0.534 -0.071 0.117 -0.442 0.000
C -4.199 2.203 1.814 -0.004 -0.080 0.384 0.000
C -3.139 1.433 2.396 -0.213 0.123 0.040 0.000
C -3.147 1.033 3.742 -0.273 0.177 0.036 0.000
C -2.079 0.345 4.238 0.107 0.002 0.197 0.000
C -1.006 0.058 3.391 0.209 -0.023 -0.614 0.001
N -0.978 0.387 2.103 -0.788 -0.104 -0.300 0.006
C -2.055 1.072 1.607 0.381 -0.211 0.234 -0.001
C -2.053 1.445 0.214 -0.023 -0.064 0.552 0.000
N -1.005 1.004 -0.482 0.891 -1.190 -0.224 0.003
C -0.869 1.311 -1.757 0.014 -0.021 -0.071 0.000
C -1.822 2.090 -2.414 0.061 0.059 -0.007 0.000
C -2.919 2.541 -1.724 -0.008 -0.080 0.301 -0.001
C -3.067 2.223 -0.348 -0.320 0.313 -0.413 0.000
H -5.041 2.494 2.425 -0.029 0.003 0.012 0.000
H -3.993 1.287 4.372 0.056 -0.043 -0.049 0.000
H -2.048 0.022 5.271 0.053 0.020 -0.076 0.000
H -0.144 -0.466 3.772 0.059 -0.159 -0.045 0.000
H 0.009 0.923 -2.264 -0.097 0.043 0.066 0.000
H -1.693 2.332 -3.462 -0.003 -0.039 0.103 0.000
H -3.662 3.137 -2.219 -0.092 0.044 -0.035 0.000
O 1.293 -1.615 -3.223 0.198 0.177 0.343 0.001
C 0.806 -1.590 -2.117 -0.037 -0.060 -0.128 0.000
O 1.227 -0.856 -1.106 -0.199 0.491 -0.130 -0.018
C -0.392 -2.417 -1.801 -0.233 -0.144 0.108 0.002
C -0.687 -3.594 -2.512 0.229 0.150 -0.240 0.001
C -1.795 -4.292 -2.158 -0.236 -0.202 0.016 -0.002
C -2.625 -3.821 -1.112 -0.014 0.031 -0.014 0.001
C -3.799 -4.505 -0.706 0.075 -0.123 -0.125 0.000
C -4.549 -4.039 0.330 -0.096 0.049 0.148 0.000
C -4.169 -2.854 1.004 -0.073 -0.008 -0.035 0.000
C -3.058 -2.164 0.620 0.188 -0.055 -0.194 0.000
C -2.253 -2.635 -0.446 0.264 0.207 -0.124 0.004
N -1.113 -1.948 -0.821 -0.636 -0.183 1.057 0.042
H -0.022 -3.903 -3.308 -0.056 0.029 0.037 0.000
H -2.056 -5.214 -2.668 0.002 0.067 0.050 0.000
H -4.085 -5.410 -1.232 0.053 0.065 0.046 0.000
H -5.435 -4.576 0.649 0.081 0.061 -0.049 0.000
H -4.771 -2.499 1.834 0.068 -0.026 -0.079 0.000
H -2.746 -1.272 1.133 0.003 0.051 0.114 0.000
C 1.773 3.578 1.564 0.234 0.189 0.002 -0.001
C 1.037 2.426 1.432 -0.033 -0.284 -0.116 -0.001
N 1.544 1.315 0.871 -0.181 -0.408 -0.401 -0.020
C 2.806 1.345 0.409 -0.425 -0.060 0.012 -0.001
C 3.625 2.462 0.507 0.394 0.045 -0.146 -0.001
C 3.085 3.587 1.112 -0.101 0.203 0.051 0.001
C 5.059 2.491 0.110 -0.321 -0.030 0.152 0.000
C 5.730 1.943 -0.904 -0.103 -0.167 -0.367 0.000
C 5.277 1.190 -2.104 -0.054 0.176 0.312 0.000
C 6.241 0.696 -2.967 0.312 -0.090 -0.094 0.000
C 5.805 0.054 -4.115 -0.115 -0.015 -0.051 0.000
N 4.514 -0.094 -4.400 -0.125 0.152 0.293 0.000
C 3.658 0.404 -3.502 0.404 0.176 0.153 0.000
N 3.976 1.042 -2.368 -0.212 -0.166 -0.242 0.000
H 1.335 4.453 2.028 0.014 -0.057 -0.029 0.000
H 0.020 2.370 1.791 0.186 0.097 -0.058 0.000
H 3.173 0.443 -0.056 -0.017 0.074 -0.165 0.000
H 3.691 4.480 1.218 -0.020 -0.034 0.025 0.000
H 5.659 3.088 0.791 -0.018 -0.043 0.019 0.000
H 6.801 2.121 -0.904 -0.065 0.003 0.013 0.000
H 7.298 0.810 -2.752 -0.124 -0.005 -0.063 0.000
H 6.510 -0.349 -4.837 -0.034 0.026 0.069 0.000
H 2.604 0.270 -3.713 0.114 0.005 0.042 0.000
```
Positions in Å, forces in eV/Å.